19
Properties=species:S:1:pos:R:3:forces:R:3 method="wB97M-V/def2-TZVPD" gap_ev=9.0 e_tot_ev=-10396.1369 total_charge=0 spin_multiplicity=1
N 1.249 -1.302 0.012 0.189 0.688 -1.176
N -1.048 0.953 0.140 -0.434 4.333 -2.239
C 0.762 -0.369 1.059 -0.906 -0.566 -0.944
C 0.106 1.773 -0.026 3.296 1.919 3.058
C 1.191 0.762 0.010 2.767 -1.210 1.073
C -1.493 -1.084 -0.075 -0.271 0.688 -1.290
C -0.817 0.024 -0.901 -1.273 -2.260 -3.936
C -0.858 -0.081 0.995 0.184 -6.270 4.947
C 0.796 -0.385 -1.026 -2.090 3.119 5.846
H 0.433 2.284 0.924 -1.273 0.872 -0.938
H -1.310 0.439 -1.803 0.713 -0.826 -0.267
H -2.643 -1.056 -0.190 2.000 -0.211 0.529
H 2.326 1.092 0.230 -2.644 -0.684 -1.140
H 1.136 -0.641 2.068 -0.052 0.817 -0.590
H 1.204 -0.280 -1.924 1.657 -0.399 -4.011
H 0.296 2.357 -0.945 -1.238 0.092 0.506
H 1.056 -2.252 -0.170 -0.827 -1.358 0.802
H -1.389 -0.210 2.021 1.062 1.100 -1.377
H -0.995 -2.025 -0.398 -0.859 0.155 1.147